Here is C5H11NO as an isolated structure from OMol25. Energies are from the ωB97M-V functional and the def2-TZVPD basis.

Results
- ΔE to the lowest compared entry with this formula, charge and spin (kJ/mol) = 511.4
- Kohn-Sham gap (eV) = 8.602
- E_HOMO (Eh) = -0.2777
- 2S+1 = 1

```
18
Properties=species:S:1:pos:R:3:forces:R:3
C 1.782 0.335 -1.433 0.056 0.007 -0.012
C 1.074 -0.578 -0.464 0.039 -0.039 -0.225
C 1.457 -0.683 0.967 0.205 -0.128 0.176
N 0.305 0.097 0.573 -0.161 0.031 0.040
C -1.018 -0.396 0.903 0.000 -0.350 -0.238
C -2.007 -0.093 -0.065 0.107 -0.261 0.024
O -2.385 1.535 0.625 0.211 0.220 0.119
H 1.077 0.718 -2.182 0.120 -0.079 0.089
H 2.596 -0.174 -1.959 -0.098 0.038 0.075
H 2.194 1.194 -0.895 -0.038 -0.139 -0.077
H 0.616 -1.473 -0.892 0.054 0.146 0.082
H 2.308 -0.127 1.358 -0.142 -0.067 -0.092
H 1.276 -1.640 1.460 -0.009 0.170 -0.076
H -1.105 -1.319 1.480 0.017 0.159 -0.065
H -1.734 0.842 1.348 -0.222 0.245 -0.125
H -1.756 0.224 -1.079 -0.032 0.020 0.196
H -2.982 -0.562 0.030 0.166 0.035 -0.007
H -1.697 2.099 0.226 -0.272 -0.010 0.116
```
Positions in Å, forces in eV/Å.



Here is C5H11NO in the gas phase in a non-equilibrium geometry from OMol25. Energies are from the ωB97M-V functional and the def2-TZVPD basis.

Results
- ΔE to the lowest compared entry with this formula, charge and spin (kJ/mol) = 173.1
- Kohn-Sham gap (eV) = 10.479
- E_HOMO (Eh) = -0.3470
- 2S+1 = 1
- structure (SMILES) = CC[C@H](C=O)NC

```
18
Properties=species:S:1:pos:R:3:forces:R:3
C 0.973 -0.831 -1.852 0.347 0.042 -0.369
N 1.137 0.108 -0.759 -0.308 -0.229 1.693
C -2.093 -0.784 -0.818 -0.982 0.364 0.614
C -1.274 0.424 -0.290 0.199 -1.438 -0.386
C 0.101 -0.017 0.323 -0.996 0.761 -2.363
C 0.458 0.927 1.451 -0.498 -0.775 -0.654
O 0.940 0.555 2.477 0.414 0.125 0.737
H 1.814 -0.640 -2.515 -0.077 -0.057 -0.342
H 1.017 -1.905 -1.607 -0.211 0.188 0.306
H 0.046 -0.628 -2.382 0.131 0.003 -0.121
H 2.022 -0.104 -0.304 0.071 0.126 -0.133
H -2.431 -1.443 -0.011 0.222 0.096 0.138
H -3.022 -0.350 -1.206 0.097 -0.284 -0.256
H -1.664 -1.444 -1.569 0.276 0.374 -0.037
H -1.110 1.059 -1.158 0.132 0.523 0.270
H -1.923 0.903 0.448 0.263 0.243 -0.074
H -0.101 -1.058 0.567 0.688 -0.186 0.909
H 0.166 1.977 1.258 0.230 0.125 0.069
```
Positions in Å, forces in eV/Å.



Here is C5H11NO in the gas phase in a non-equilibrium geometry from OMol25. Energies are from the ωB97M-V functional and the def2-TZVPD basis.

Results
- ΔE to the lowest compared entry with this formula, charge and spin (kJ/mol) = 166.0
- Kohn-Sham gap (eV) = 9.749
- E_HOMO (Eh) = -0.3221
- 2S+1 = 1
- structure (SMILES) = OC[C@H]1CCCN1

```
18
Properties=species:S:1:pos:R:3:forces:R:3
N -1.295 0.220 0.031 1.226 0.460 0.661
C -1.471 -0.844 -0.967 0.118 1.142 -1.048
C -0.077 -1.042 -1.542 1.182 -0.112 0.536
C 0.824 -0.721 -0.326 -0.209 -0.117 -0.514
C 0.161 0.546 0.138 -1.157 1.019 0.040
C 0.383 1.007 1.545 2.074 -1.659 2.659
O 1.809 1.218 1.759 0.024 0.170 -0.475
H -1.724 1.127 -0.077 -0.846 -0.485 -0.605
H -1.864 -1.735 -0.503 -0.301 -0.292 0.036
H -2.089 -0.480 -1.793 -0.506 -0.402 0.260
H 0.231 -2.015 -1.925 -0.635 -0.134 -0.154
H 0.110 -0.296 -2.323 -0.022 -0.130 0.050
H 1.868 -0.639 -0.612 0.115 0.187 0.176
H 0.704 -1.521 0.404 0.096 0.006 0.213
H 0.440 1.356 -0.556 0.011 -0.098 0.019
H 0.138 0.152 2.199 -0.119 -0.207 -0.384
H -0.119 1.777 2.122 -0.790 0.792 -1.306
H 1.971 1.891 2.429 -0.260 -0.141 -0.165
```
Positions in Å, forces in eV/Å.



Here is C5H11NO in the gas phase from OMol25. Energies are from the ωB97M-V functional and the def2-TZVPD basis.

Results
- ΔE to the lowest compared entry with this formula, charge and spin (kJ/mol) = 318.9
- Kohn-Sham gap (eV) = 7.680
- E_HOMO (Eh) = -0.2500
- 2S+1 = 1

```
18
Properties=species:S:1:pos:R:3:forces:R:3
C -1.846 -0.921 -0.441 0.008 -0.039 -0.028
C -1.533 0.245 0.486 -0.146 0.043 -0.003
N -0.076 0.498 0.617 0.164 0.039 -0.041
C 0.445 0.478 1.843 0.043 -0.060 0.006
C 0.595 0.729 -0.518 -0.085 -0.068 0.019
C 2.022 0.345 -0.694 0.090 0.346 0.288
O 2.149 -0.629 -1.730 -0.109 -0.243 -0.013
H -2.931 -1.037 -0.536 0.141 0.015 0.057
H -1.433 -1.856 -0.048 -0.045 0.135 -0.029
H -1.435 -0.759 -1.441 -0.103 -0.023 0.153
H -1.985 1.171 0.117 0.065 -0.106 0.039
H -1.920 0.066 1.491 0.085 0.057 -0.138
H 1.428 0.895 1.998 -0.091 -0.134 -0.032
H -0.103 0.007 2.646 -0.032 0.113 -0.136
H 0.002 0.955 -1.396 0.039 -0.118 0.100
H 2.677 1.165 -1.006 -0.106 -0.069 0.080
H 2.413 -0.042 0.262 -0.071 0.039 -0.159
H 1.513 -1.324 -1.512 0.153 0.073 -0.164
```
Positions in Å, forces in eV/Å.



Here is a 2-piece molecular cluster, C5H11NO overall in a non-equilibrium geometry from OMol25. Energies are from the ωB97M-V functional and the def2-TZVPD basis.

Results
- ΔE to the lowest compared entry with this formula, charge and spin (kJ/mol) = 246.9
- Kohn-Sham gap (eV) = 9.069
- E_HOMO (Eh) = -0.3035
- 2S+1 = 1
- structure (SMILES) = C/C=C/C=C/N.O

```
18
Properties=species:S:1:pos:R:3:forces:R:3
N -1.670 1.966 -1.313 -0.744 -1.357 -0.356
C -1.537 0.621 -0.736 -0.410 1.056 1.249
C -0.562 -0.232 -0.997 0.792 0.245 -0.646
C 0.108 -1.117 -0.037 -0.015 -0.157 -0.449
C 1.382 -1.447 -0.290 -0.619 0.161 1.011
C 2.376 -1.989 0.727 -0.114 -0.686 -1.958
H -1.986 2.555 -0.541 0.100 -0.032 -0.238
H -2.485 1.911 -1.926 0.184 0.429 -0.171
H -2.174 0.474 0.138 0.233 -0.189 0.094
H 0.016 -0.032 -1.902 0.036 0.058 0.177
H -0.363 -1.315 0.918 0.056 0.163 0.113
H 1.687 -1.289 -1.317 0.508 0.103 0.068
H 3.368 -1.815 0.303 0.081 0.137 0.400
H 2.314 -1.607 1.737 -0.277 0.045 0.030
H 2.257 -3.078 0.669 0.140 0.022 0.611
H -0.712 2.197 2.087 -0.490 0.594 -0.120
H 0.122 1.447 1.016 -0.183 0.113 -0.014
O -0.055 1.529 1.960 0.723 -0.706 0.200
```
Positions in Å, forces in eV/Å.



Here is C5H11NO in the gas phase in a non-equilibrium geometry from OMol25. Energies are from the ωB97M-V functional and the def2-TZVPD basis.

Results
- ΔE to the lowest compared entry with this formula, charge and spin (kJ/mol) = 536.6
- Kohn-Sham gap (eV) = 7.424
- E_HOMO (Eh) = -0.2437
- 2S+1 = 1

```
18
Properties=species:S:1:pos:R:3:forces:R:3
C -0.880 -1.211 -2.297 -0.217 -0.039 -0.177
O 0.198 -1.055 -1.401 0.046 -0.026 0.089
C 0.274 0.225 -0.831 -0.021 0.170 0.134
C -0.737 0.475 0.315 -0.241 0.067 0.043
N 0.280 0.077 1.326 -0.378 0.071 0.371
C 0.176 0.644 2.719 0.199 0.830 0.351
C 1.366 0.239 0.244 -0.001 -0.090 0.232
H -0.845 -2.239 -2.668 0.001 0.198 0.071
H -0.800 -0.520 -3.150 0.033 -0.084 0.151
H -1.852 -1.046 -1.808 0.172 -0.021 -0.048
H 0.319 1.003 -1.610 0.014 -0.182 0.211
H -0.978 1.536 0.443 0.061 -0.195 0.008
H -1.654 -0.121 0.349 0.165 0.079 -0.034
H -0.030 -0.739 1.896 0.622 -0.825 -1.428
H 0.101 1.729 2.674 0.161 0.268 -0.075
H 1.103 0.341 3.224 -0.181 0.044 -0.051
H 2.109 -0.558 0.198 -0.187 0.060 0.049
H 1.848 1.219 0.376 -0.250 -0.324 0.104
```
Positions in Å, forces in eV/Å.



Here is a 2-piece molecular cluster, C5H11NO overall from OMol25. Energies are from the ωB97M-V functional and the def2-TZVPD basis.

Results
- ΔE to the lowest compared entry with this formula, charge and spin (kJ/mol) = 184.7
- Kohn-Sham gap (eV) = 10.346
- E_HOMO (Eh) = -0.3462
- 2S+1 = 1
- structure (SMILES) = CC(C)=O.C=NC

```
18
Properties=species:S:1:pos:R:3:forces:R:3
C -0.840 0.573 -1.585 -0.119 -0.016 -0.118
C -1.402 -0.806 1.009 0.216 -0.218 0.286
N -0.167 -0.829 1.277 -0.493 -0.034 0.127
C 0.352 0.182 2.184 0.107 0.236 0.193
C 0.263 -0.462 -1.400 -0.023 -0.114 -0.345
O 0.101 -1.635 -1.655 -0.040 0.519 0.032
C 1.618 0.100 -1.037 0.186 -0.001 0.053
H -1.828 0.117 -1.631 0.110 -0.120 0.042
H -0.677 1.064 -2.547 0.107 0.031 -0.064
H -0.832 1.364 -0.829 0.110 -0.195 -0.014
H -1.813 -1.551 0.321 0.156 0.155 0.147
H -2.104 -0.078 1.442 0.090 0.009 -0.049
H 0.106 -0.044 3.228 -0.022 -0.104 -0.159
H 1.443 0.216 2.111 -0.168 0.006 -0.034
H -0.043 1.181 1.960 0.003 -0.064 0.017
H 2.171 0.250 -1.967 -0.005 0.037 -0.075
H 2.194 -0.599 -0.430 -0.187 -0.031 -0.039
H 1.551 1.068 -0.536 -0.028 -0.095 -0.001
```
Positions in Å, forces in eV/Å.



Here is C5H11NO in the gas phase from OMol25. Energies are from the ωB97M-V functional and the def2-TZVPD basis.

Results
- ΔE to the lowest compared entry with this formula, charge and spin (kJ/mol) = 20.7
- Kohn-Sham gap (eV) = 10.487
- E_HOMO (Eh) = -0.3513
- 2S+1 = 1
- structure (SMILES) = CCCNC(C)=O

```
18
Properties=species:S:1:pos:R:3:forces:R:3
C -2.692 -0.051 -0.526 -0.091 -0.016 0.039
C -1.234 0.358 -0.343 -0.004 0.108 -0.079
C -0.614 -0.071 1.000 -0.135 0.009 0.017
N 0.787 -0.444 0.849 0.106 0.025 -0.102
C 1.663 0.442 0.283 0.008 0.076 -0.063
O 1.444 1.642 0.244 0.045 -0.425 0.050
C 2.888 -0.173 -0.367 0.107 0.021 0.004
H -3.051 0.254 -1.516 0.020 -0.041 0.233
H -2.803 -1.141 -0.455 -0.013 0.192 0.016
H -3.345 0.407 0.227 0.097 -0.079 -0.115
H -0.646 -0.103 -1.148 -0.060 0.078 0.129
H -1.118 1.442 -0.459 -0.023 -0.243 -0.023
H -0.695 0.729 1.744 0.001 -0.112 -0.153
H -1.133 -0.947 1.407 0.060 0.129 -0.088
H 0.983 -1.426 0.735 0.018 0.166 -0.047
H 2.749 -0.087 -1.451 0.035 -0.016 0.158
H 3.039 -1.229 -0.122 -0.041 0.179 0.026
H 3.779 0.399 -0.103 -0.130 -0.051 -0.002
```
Positions in Å, forces in eV/Å.



Let's list electronic energy in order: -8896.397; -8899.904; -8899.977; -8898.392; -8899.138; -8896.135; -8899.783; -8901.483 eV.